The following is a DFT calculation (the ωB97M-V functional and the def2-TZVPD basis) of a cluster of 5 separate species, C34H54FN2O16 in total at a distorted geometry.

For the frontier orbital gap, the calculation gives 0.2742 Ha. Its total charge is +1. As for the spin multiplicity: 1.

Geometry as XYZ:
```
107
Properties=species:S:1:pos:R:3:forces:R:3
C -6.682 2.384 -2.418 -0.06 -0.06 0.95
C -7.396 2.998 -1.198 -0.23 0.38 -0.59
O -8.362 3.710 -1.320 0.79 -0.76 0.36
O -6.825 2.699 0.022 -0.25 -0.41 -0.53
C -7.688 1.901 0.859 -0.83 0.11 -0.06
C -7.666 0.397 0.508 0.19 -0.51 0.83
C -6.692 -0.434 1.384 0.77 0.73 -0.05
C -5.263 -0.486 0.787 0.05 -0.17 0.13
C -5.034 -1.620 -0.266 0.21 0.57 0.37
C -3.890 -2.619 0.131 -0.52 0.39 -1.29
C -2.716 -2.641 -0.899 0.46 -0.94 0.56
C -1.294 -2.525 -0.226 -0.66 0.37 -0.84
C -0.755 -1.119 -0.460 0.54 -0.21 0.30
C -1.611 -0.071 -0.252 -0.83 -0.35 0.29
N -1.276 1.208 -0.447 0.27 -0.39 0.04
C -0.041 1.528 -0.854 0.35 1.27 0.22
C 0.231 3.025 -1.077 -0.70 -0.51 -1.31
C 0.781 3.210 -2.515 -0.35 -0.08 0.67
F 1.042 3.553 -0.096 -0.03 -0.19 -0.11
C 0.897 0.554 -1.082 0.01 -0.33 -0.03
C 0.562 -0.793 -0.875 -0.35 0.00 -0.26
O 1.483 -1.760 -1.066 -0.14 0.40 0.81
C 1.854 -2.274 0.269 0.49 -0.58 0.18
C 3.301 -2.797 0.305 0.01 0.41 0.23
N 4.113 -1.871 1.124 -0.14 -1.05 -0.07
C 5.318 -2.559 1.621 1.07 0.91 -0.32
C 5.928 -1.909 2.872 0.36 -0.48 1.28
C 5.266 -2.419 4.196 -0.48 0.21 -0.66
O 5.910 -0.488 2.805 -0.21 0.05 -0.47
H -7.447 1.880 -3.020 0.19 0.44 -0.10
H -6.189 3.207 -2.951 -0.20 -0.37 -0.12
H -5.954 1.620 -2.109 -0.08 0.42 -0.05
H -7.411 2.120 1.897 0.15 -0.25 -0.29
H -8.728 2.250 0.741 0.42 0.14 -0.04
H -8.680 0.014 0.708 0.25 0.14 -0.38
H -7.402 0.244 -0.550 -0.39 0.10 0.19
H -7.028 -1.461 1.583 -0.13 0.31 -0.12
H -6.607 0.097 2.348 -0.19 -0.41 -0.16
H -5.034 0.505 0.356 -0.06 -0.29 0.14
H -4.546 -0.639 1.612 -0.24 0.09 -0.20
H -4.785 -1.131 -1.223 -0.14 -0.39 0.16
H -5.975 -2.168 -0.413 0.26 0.15 -0.03
H -3.500 -2.365 1.125 -0.26 -0.31 -0.13
H -4.353 -3.615 0.108 0.39 0.19 0.55
H -2.841 -1.885 -1.685 0.05 -0.15 0.24
H -2.708 -3.620 -1.402 -0.19 0.39 0.01
H -0.639 -3.285 -0.667 0.03 0.39 0.22
H -1.411 -2.724 0.849 0.29 0.04 -0.28
H -2.624 -0.271 0.099 0.19 0.31 -0.16
H -1.979 1.936 -0.280 -0.01 0.11 0.05
H -0.745 3.537 -1.049 0.33 -0.08 0.34
H 0.430 2.348 -3.097 0.31 0.38 -0.10
H 1.877 3.255 -2.506 -0.29 0.04 -0.11
H 0.326 4.106 -2.955 0.49 -0.14 0.06
H 1.884 0.859 -1.425 -0.17 -0.29 0.12
H 1.165 -3.073 0.583 0.01 0.28 -0.41
H 1.771 -1.451 0.995 0.13 -0.24 -0.24
H 3.730 -2.987 -0.703 -0.47 0.11 0.41
H 3.287 -3.763 0.831 0.01 0.27 -0.20
H 4.444 -1.123 0.522 -0.10 0.09 0.23
H 6.072 -2.533 0.815 -0.07 -0.28 0.30
H 5.141 -3.613 1.876 -0.23 0.31 -0.21
H 6.985 -2.216 2.946 -0.33 -0.10 -0.34
H 4.453 -3.116 3.941 0.20 0.13 0.32
H 4.830 -1.570 4.743 0.12 -0.26 -0.16
H 6.006 -2.901 4.838 -0.34 -0.08 -0.22
H 6.495 -0.158 3.497 -0.04 -0.17 -0.05
C 4.896 -2.990 -4.876 -0.03 0.08 -0.40
C 3.920 -3.861 -4.123 -0.33 -0.14 -0.17
O 4.652 -4.202 -2.944 0.12 0.22 -0.07
C 5.593 -3.241 -2.752 0.23 0.05 0.08
O 6.257 -3.136 -1.773 -0.12 0.00 0.04
O 5.673 -2.414 -3.824 -0.18 -0.22 0.14
H 4.405 -2.218 -5.463 0.11 0.12 0.13
H 5.556 -3.566 -5.527 0.00 -0.02 0.05
H 3.015 -3.323 -3.833 0.05 0.03 0.02
H 3.638 -4.754 -4.677 0.09 -0.10 0.17
C -2.346 3.572 -5.355 -0.16 0.34 0.14
C -2.991 2.793 -6.476 -0.36 0.09 -0.15
O -1.906 2.007 -6.973 0.12 0.11 0.32
C -0.997 1.878 -5.978 0.15 -0.21 -0.18
O -0.061 1.149 -6.006 -0.01 0.02 0.12
O -1.298 2.695 -4.931 -0.17 -0.07 -0.19
H -3.033 3.781 -4.537 0.14 -0.11 0.10
H -1.905 4.510 -5.697 0.02 -0.05 -0.04
H -3.778 2.124 -6.123 0.05 -0.01 0.02
H -3.395 3.434 -7.255 0.14 -0.11 -0.12
C 8.192 -2.231 8.527 0.00 0.02 0.41
C 8.601 -3.483 7.792 0.16 -0.33 0.22
O 8.075 -3.259 6.481 -0.04 0.28 0.04
C 7.946 -1.920 6.314 0.09 0.14 -0.05
O 7.692 -1.397 5.277 0.23 0.17 0.08
O 8.142 -1.259 7.480 -0.03 -0.23 -0.19
H 8.905 -1.939 9.294 0.01 0.18 -0.13
H 7.201 -2.314 8.978 0.00 -0.01 -0.06
H 9.685 -3.593 7.722 -0.02 0.05 -0.03
H 8.181 -4.385 8.230 -0.09 -0.02 -0.20
C -2.324 6.515 0.519 0.07 0.53 -0.01
C -2.201 5.973 1.920 0.19 0.34 0.33
O -2.901 4.725 1.828 -0.01 -0.14 -0.36
C -2.882 4.341 0.543 -0.12 0.19 0.20
O -3.234 3.260 0.157 0.31 -0.17 -0.13
O -2.419 5.316 -0.264 -0.11 -0.31 0.14
H -1.464 7.110 0.219 0.03 -0.19 -0.16
H -3.230 7.104 0.373 -0.03 -0.09 -0.01
H -1.167 5.777 2.207 -0.03 -0.07 -0.04
H -2.656 6.621 2.665 -0.15 -0.20 0.03
```
Forces are in eV/Å.